(1)
{"formula": "C47H40BKN9P2S3", "method": "the ωB97M-V functional and the def2-TZVPD basis", "elements": ["C", "C", "C", "C", "C", "N", "C", "C", "C", "C", "H", "H", "H", "H", "C", "H", "C", "C", "C", "C", "C", "H", "H", "N", "C", "H", "C", "C", "C", "H", "C", "C", "H", "C", "C", "H", "H", "H", "H", "H", "N", "H", "H", "H", "H", "H", "N", "H", "C", "H", "S", "C", "N", "H", "C", "H", "N", "H", "C", "H", "C", "C", "C", "C", "H", "C", "S", "H", "H", "C", "N", "K", "H", "H", "H", "H", "H", "C", "N", "H", "P", "C", "C", "S", "C", "C", "H", "H", "H", "B", "N", "C", "C", "H", "P", "C", "C", "H", "C", "C", "C", "C", "C"], "coordinates": [[2.978, -4.796, -1.875], [-1.473, 3.595, -3.152], [-3.434, -1.414, -1.506], [-0.719, 2.908, -2.214], [-4.084, -0.847, -3.759], [1.004, -2.947, 1.670], [-2.521, 6.137, 0.257], [1.047, -2.688, 2.969], [1.819, -8.495, 0.586], [-1.103, 4.881, -3.538], [3.559, -1.587, -2.057], [-1.689, 5.424, -4.272], [0.171, -0.126, -2.945], [3.904, -5.987, 0.682], [3.157, -8.096, 0.794], [-1.010, 1.912, -1.896], [1.543, -4.822, 2.745], [-1.330, 6.150, 0.967], [-6.145, -1.557, -0.743], [-0.325, 3.521, 5.481], [0.812, 2.878, 5.955], [-0.153, -0.933, -4.486], [-1.631, 3.823, 3.800], [2.337, -4.230, -0.822], [-1.618, -4.644, -1.926], [4.221, -3.888, -3.457], [-2.554, 3.731, 0.401], [-0.749, 4.956, 1.381], [0.012, 5.472, -2.960], [4.013, -8.710, 1.028], [-3.131, 4.922, -0.027], [0.771, 4.774, -2.021], [-4.853, -0.655, -4.500], [0.425, 3.478, -1.648], [-0.005, 2.518, 3.295], [3.691, 5.230, 2.849], [-5.380, -2.137, 1.197], [0.295, 6.482, -3.238], [2.436, 1.560, 5.460], [0.828, -1.688, 3.327], [1.848, -6.382, 0.334], [-2.966, 7.068, -0.079], [1.796, -5.868, 2.842], [1.494, -3.952, 4.773], [-3.031, 2.780, 0.197], [-1.218, -5.622, 1.161], [1.034, -7.462, 0.312], [5.561, 5.949, 1.378], [0.738, 1.515, 0.656], [1.977, 3.675, 1.982], [2.393, 1.255, -1.987], [3.854, 3.967, -0.791], [-0.078, -4.900, -0.476], [0.185, 4.991, 1.927], [-5.130, -1.855, 0.182], [5.668, 5.113, -0.953], [2.511, -2.887, -0.817], [1.712, 1.279, 3.083], [-5.824, -1.228, -2.032], [-3.300, -5.325, -0.598], [-4.467, -1.161, -2.435], [-1.788, -1.034, -3.089], [-0.321, -0.993, -3.409], [3.122, -6.732, 0.622], [-2.064, -4.371, -2.873], [1.387, -3.845, 3.705], [-2.593, -2.275, 0.987], [-0.838, 7.091, 1.188], [-7.182, -1.595, -0.433], [3.619, -3.793, -2.566], [-0.312, -4.506, -1.754], [0.161, -0.979, -0.039], [1.396, -9.490, 0.622], [-4.059, 4.898, -0.587], [1.642, 5.244, -1.577], [2.929, -5.859, -2.055], [-0.901, 4.161, 6.142], [3.284, -2.616, -1.857], [1.307, -4.256, 1.534], [3.906, 3.576, -1.801], [1.480, 2.367, -0.596], [-0.733, 3.335, 4.163], [-3.783, -1.811, -0.158], [-2.056, 0.807, 1.895], [-1.219, -5.284, 0.134], [3.736, 4.895, 1.818], [1.126, 3.013, 6.985], [0.161, -1.897, -3.019], [-6.598, -1.009, -2.758], [1.342, -4.920, 0.131], [-2.128, -1.310, -1.849], [1.140, 1.887, 3.779], [4.783, 5.295, 0.996], [-2.453, -0.574, -5.103], [-0.561, 2.113, 1.563], [-1.350, 3.729, 1.107], [2.783, 3.573, 0.015], [-2.354, 3.130, -3.584], [-2.767, -0.799, -4.092], [2.753, 4.038, 1.326], [-2.251, -5.139, -0.765], [4.842, 4.822, -0.310], [1.543, 2.060, 5.099]], "forces_ev_per_a": [[-0.039, 0.155, 0.127], [0.046, 0.004, 0.025], [0.067, 0.022, 0.087], [0.053, 0.099, 0.012], [-0.065, -0.009, 0.043], [-0.153, -0.347, 0.437], [-0.019, -0.069, -0.008], [0.034, -0.147, 0.017], [0.049, 0.004, 0.020], [0.028, -0.006, 0.053], [-0.044, -0.102, 0.036], [0.016, -0.030, 0.030], [-0.048, -0.103, -0.063], [-0.135, -0.066, -0.028], [-0.128, -0.168, 0.008], [-0.016, -0.033, -0.031], [-0.064, 0.176, -0.129], [0.072, -0.058, 0.008], [0.082, 0.000, -0.018], [-0.061, -0.009, -0.161], [0.047, -0.065, -0.060], [0.015, -0.008, 0.052], [0.005, -0.024, 0.050], [-0.063, -0.010, 0.041], [-0.015, -0.064, 0.080], [-0.032, 0.000, 0.069], [0.087, 0.136, 0.027], [0.034, 0.044, -0.020], [0.015, -0.075, 0.092], [-0.057, 0.040, -0.017], [0.069, -0.080, 0.052], [-0.107, 0.008, 0.002], [-0.034, 0.010, -0.017], [-0.074, -0.019, -0.026], [-0.103, -0.035, 0.114], [-0.011, -0.022, -0.039], [-0.010, 0.018, -0.032], [0.002, -0.043, 0.016], [-0.032, 0.003, -0.020], [0.016, -0.129, -0.064], [-0.065, 0.029, -0.116], [0.002, -0.027, 0.001], [-0.023, 0.091, -0.054], [-0.007, 0.017, -0.082], [-0.025, -0.021, 0.001], [0.044, 0.057, -0.135], [0.412, 0.108, 0.107], [-0.040, -0.011, -0.013], [-0.593, 1.756, -0.131], [-0.115, -0.014, 0.077], [0.125, -0.236, -0.143], [0.027, 0.145, 0.004], [0.188, 0.022, 0.002], [0.018, -0.017, -0.002], [0.148, -0.006, -0.038], [-0.068, -0.036, 0.025], [0.028, -0.155, -0.251], [-0.004, -0.029, 0.023], [0.056, -0.007, 0.016], [0.067, 0.005, -0.022], [-0.026, 0.017, 0.023], [-0.025, -0.036, 0.129], [-0.064, -0.008, 0.057], [-0.122, 0.047, -0.012], [0.026, -0.005, 0.052], [-0.042, 0.101, -0.074], [0.023, 0.222, 0.132], [-0.005, -0.031, 0.009], [-0.022, -0.012, 0.019], [-0.060, 0.131, 0.032], [-0.167, -0.132, 0.300], [0.189, -0.426, -0.268], [0.026, 0.047, -0.003], [0.015, -0.008, 0.005], [-0.049, 0.000, -0.058], [-0.025, 0.101, 0.034], [0.020, -0.027, -0.047], [0.000, -0.081, -0.028], [0.139, 0.050, -0.001], [0.018, -0.011, 0.027], [0.039, -0.144, 0.701], [0.063, -0.068, 0.049], [-0.111, 0.056, -0.158], [-0.455, -0.288, 0.005], [0.051, 0.059, -0.063], [-0.021, -0.054, -0.096], [-0.002, -0.001, -0.048], [-0.036, 0.083, -0.053], [-0.021, 0.005, -0.038], [-0.062, 0.079, -0.051], [0.022, -0.079, -0.087], [-0.010, 0.127, 0.040], [-0.077, -0.060, 0.041], [0.024, 0.003, 0.010], [1.070, -0.281, -0.054], [-0.203, -0.051, -0.197], [0.139, -0.049, -0.133], [0.032, 0.004, 0.037], [0.103, 0.033, 0.020], [0.105, -0.014, -0.042], [0.029, 0.062, -0.140], [-0.106, -0.071, -0.068], [-0.024, 0.040, -0.039]], "lowdin_spin": [0.000, 0.000, 0.026, 0.000, 0.013, 0.000, 0.000, 0.000, 0.000, 0.000, 0.000, 0.000, 0.001, 0.000, 0.000, 0.000, 0.000, 0.000, -0.005, 0.000, 0.001, 0.000, 0.000, 0.000, 0.003, 0.000, 0.001, 0.001, 0.000, 0.000, 0.000, 0.000, 0.001, 0.000, 0.002, 0.000, 0.003, 0.000, 0.000, 0.000, 0.000, 0.000, 0.000, 0.000, 0.000, 0.000, 0.000, 0.000, 0.001, 0.000, 0.000, 0.000, -0.001, 0.000, 0.101, 0.000, 0.000, 0.000, 0.096, 0.000, 0.000, 0.018, 0.004, 0.000, 0.000, 0.000, 0.572, 0.000, -0.003, 0.000, 0.004, -0.002, 0.000, 0.000, 0.000, 0.000, 0.000, 0.000, 0.000, 0.000, 0.000, 0.002, 0.016, 0.105, 0.014, 0.000, 0.000, 0.001, 0.006, 0.000, -0.011, 0.001, 0.000, -0.001, 0.019, 0.005, 0.000, 0.000, -0.014, 0.000, 0.020, 0.000, 0.000], "homo_energy_ha": [-0.061, -0.061], "s_squared": 0.778, "multiplicity": 2, "e_lumo_ev": [3.8727, 2.7565], "gap_ev": [5.54, 4.41], "charge": -2, "total_energy_ha": -4810.1162}



(2)
{"formula": "C47H40BrCl4GeN4O10S2Ti", "method": "the ωB97M-V functional and the def2-TZVPD basis", "elements": ["O", "N", "C", "Ti", "O", "H", "H", "O", "H", "C", "C", "Cl", "C", "H", "C", "Br", "C", "C", "C", "H", "H", "C", "H", "C", "H", "H", "C", "Cl", "C", "H", "O", "C", "C", "H", "H", "H", "C", "H", "O", "H", "O", "O", "H", "C", "H", "C", "H", "C", "N", "C", "C", "H", "H", "H", "Cl", "H", "C", "C", "S", "H", "C", "C", "C", "H", "C", "H", "H", "C", "H", "C", "C", "C", "C", "H", "N", "C", "C", "C", "S", "H", "C", "C", "C", "H", "H", "C", "C", "H", "H", "H", "O", "O", "H", "C", "C", "Cl", "C", "C", "H", "C", "C", "H", "O", "Ge", "C", "N", "C", "H", "H", "H"], "coordinates": [[0.551, -6.794, 0.357], [1.009, 4.384, -2.829], [-0.307, -2.460, 4.744], [-0.248, -1.175, -0.245], [2.179, 0.815, -1.685], [-0.085, 1.501, -3.725], [-3.093, 1.983, -5.407], [-0.747, -7.128, 2.125], [-0.009, -3.490, 4.861], [1.503, 4.082, 2.693], [2.668, 4.510, 0.627], [-1.277, -0.741, -4.606], [-0.994, -4.254, 2.571], [-0.894, 3.140, -5.466], [2.839, -2.274, -1.133], [-7.209, -0.135, 4.326], [2.500, -3.797, -4.579], [1.399, 3.040, -3.201], [-2.482, 5.103, -3.234], [3.879, -5.109, -5.567], [5.414, 0.167, 4.704], [2.800, 3.158, 0.418], [-0.405, 0.423, 6.505], [2.896, -0.173, 2.477], [3.282, 2.773, -0.466], [0.998, 4.448, 3.578], [2.021, 4.987, 1.771], [-1.416, -2.704, -1.721], [-3.688, 0.312, 1.264], [-1.330, 1.234, 4.349], [-2.214, 1.443, -0.271], [-2.926, 2.867, -4.810], [-0.519, -0.253, 5.671], [-4.152, 2.401, 1.279], [-5.129, 1.678, -3.409], [-6.022, 3.210, -3.441], [-2.550, 0.420, 0.368], [-4.507, 4.874, -2.603], [0.827, 5.183, -5.194], [-5.349, -2.061, 3.056], [0.206, -0.168, -1.776], [1.517, -2.455, -0.612], [3.566, -2.528, -0.344], [-3.949, 3.343, -3.992], [1.581, 3.087, -4.276], [-3.719, 4.482, -3.229], [3.085, -3.298, 3.767], [4.328, -1.647, 4.346], [-0.911, -2.888, 2.430], [2.611, -1.525, 2.682], [-0.823, -2.008, 3.523], [1.803, -3.781, -5.403], [1.233, 2.017, 3.213], [2.912, -1.200, -1.354], [-1.990, -4.922, 3.770], [1.322, -2.478, -3.372], [2.287, 2.251, 1.351], [1.232, -3.777, -0.219], [0.160, 5.303, -3.925], [2.345, 2.814, -2.691], [1.001, 0.797, -2.039], [-4.422, 1.438, 1.684], [3.313, -2.253, 3.616], [-5.590, 2.372, -4.946], [-1.041, 0.198, 4.465], [1.047, -6.070, -0.119], [-0.414, 2.346, -2.208], [-0.192, -6.345, 1.374], [-2.277, 5.975, -2.631], [-4.040, -0.954, 1.786], [1.625, 2.724, 2.495], [4.621, -0.301, 4.138], [-0.303, -4.896, 1.551], [-6.020, 2.172, 2.901], [-0.218, -2.603, 1.265], [4.548, -4.569, -3.609], [-1.694, 3.492, -4.836], [-1.192, -0.667, 3.400], [2.262, 0.531, 0.931], [1.826, -1.975, 2.090], [-0.163, -1.587, 5.801], [-1.476, 4.592, -4.028], [2.228, -3.067, -3.436], [3.057, 5.216, -0.092], [4.980, -3.862, -1.640], [-5.255, 2.624, -3.942], [4.281, -3.841, -2.465], [4.898, -2.224, 5.060], [1.906, 6.050, 1.933], [-3.490, -1.829, 1.460], [0.059, 6.622, -3.350], [1.882, -4.740, -0.665], [5.451, -5.160, -3.668], [-5.772, 0.049, 3.077], [-5.451, 1.310, 2.585], [-4.427, -0.858, -3.343], [3.924, 0.430, 3.199], [0.386, 1.947, -2.842], [4.163, 1.469, 3.025], [0.231, -3.808, 0.771], [-5.074, -1.087, 2.676], [0.256, -1.951, 6.731], [-1.849, -0.682, 0.239], [-2.250, -0.451, -2.538], [3.661, -4.546, -4.670], [0.705, 0.090, 0.935], [3.119, -3.086, -2.371], [0.178, 0.609, 1.632], [-1.625, -0.310, 2.481], [0.622, 4.460, -1.901]], "forces_ev_per_a": [[-0.101, 0.131, 0.185], [-0.325, 0.884, -0.499], [-0.077, 0.057, -0.506], [0.383, -2.400, -0.765], [0.356, 0.242, -0.164], [0.007, 0.063, 0.209], [0.008, -0.155, -0.081], [0.284, 0.297, -0.402], [0.073, -0.082, -0.046], [0.023, 0.433, 0.093], [-0.211, 0.794, 0.545], [0.204, -0.029, -0.489], [0.414, -0.279, -1.034], [0.058, -0.162, -0.122], [0.544, 0.266, -0.112], [-0.037, 0.021, 0.031], [-0.026, -0.007, -0.045], [0.160, -0.586, -0.148], [-0.022, 0.130, 0.192], [-0.030, -0.058, -0.049], [0.031, 0.054, 0.035], [-0.031, -0.916, 0.217], [0.021, 0.072, 0.070], [0.909, -0.322, -0.144], [0.014, -0.052, -0.184], [-0.035, -0.010, 0.008], [0.098, -0.472, -0.288], [-0.434, -0.678, -0.942], [1.409, -0.226, -0.910], [-0.103, 0.025, -0.013], [0.120, 0.494, 0.249], [0.078, 0.058, 0.064], [-0.037, -0.050, -0.033], [-0.009, 0.147, -0.044], [-0.070, 0.017, 0.002], [-0.046, 0.050, 0.020], [-2.005, 1.748, 0.764], [-0.109, 0.014, 0.082], [-0.198, -0.462, 0.140], [-0.016, -0.060, 0.042], [1.030, 1.051, -1.600], [0.313, -0.630, -0.062], [-0.187, 0.008, -0.162], [0.039, 0.159, -0.055], [0.183, -0.214, 0.100], [0.100, -0.049, 0.003], [-0.052, -0.054, -0.018], [-0.098, 0.214, -0.169], [-0.242, -0.981, -0.389], [-0.415, 0.591, -0.396], [0.098, 0.679, 0.839], [-0.109, 0.038, -0.070], [-0.109, -0.031, 0.077], [-0.103, -0.321, 0.074], [-0.083, -0.104, 0.155], [-0.128, 0.011, 0.035], [-0.335, 1.038, 0.016], [-0.218, -0.523, 0.588], [0.172, 0.368, 0.259], [-0.190, 0.049, -0.261], [-0.309, 0.459, -0.583], [-0.283, 0.428, 0.052], [0.304, -0.010, 0.379], [-0.098, -0.025, -0.084], [0.214, 0.046, 0.210], [-0.041, 0.086, 0.121], [-0.118, -0.087, -0.054], [-0.159, -0.868, 0.150], [-0.070, 0.072, 0.085], [-0.262, -0.486, 0.235], [0.437, -0.574, -0.526], [0.173, -0.443, 0.355], [-0.396, 1.006, 0.732], [-0.021, 0.092, 0.039], [0.590, -1.411, 0.789], [0.154, 0.006, 0.013], [0.032, -0.105, -0.106], [-0.029, -0.430, -0.196], [-1.180, -0.733, 1.371], [-0.078, -0.124, -0.044], [0.050, 0.217, 0.212], [0.683, 0.329, -0.059], [0.014, 0.179, 0.052], [0.030, -0.012, -0.111], [-0.012, -0.034, 0.129], [-0.040, -0.165, 0.090], [-0.068, 0.193, -0.024], [0.045, -0.020, 0.105], [0.011, 0.022, -0.024], [-0.072, 0.026, 0.023], [-0.260, -0.367, 0.225], [-0.210, 0.191, -0.007], [0.090, -0.058, -0.026], [-0.388, 0.041, 0.336], [0.047, 0.142, -0.125], [-0.173, -0.257, -0.071], [-0.454, 0.184, -0.295], [0.264, -0.237, 0.199], [0.095, 0.086, -0.009], [0.217, 0.519, 0.293], [0.183, -0.233, -0.088], [-0.021, 0.000, 0.047], [-1.436, -0.166, 0.952], [-0.650, 0.088, -0.530], [0.038, -0.095, -0.137], [2.403, 2.137, 0.912], [0.023, 0.091, -0.017], [0.044, -0.110, 0.048], [-0.073, -0.026, -0.119], [-0.177, 0.148, 0.191]], "lowdin_spin": [0.000, 0.000, 0.007, 0.968, 0.009, 0.000, 0.000, 0.010, 0.001, 0.000, 0.000, 0.001, -0.007, 0.000, 0.004, 0.031, 0.000, 0.000, 0.000, 0.000, 0.000, 0.002, 0.000, 0.005, 0.000, 0.000, 0.002, 0.019, 0.108, 0.000, 0.158, 0.000, 0.005, 0.010, 0.000, 0.000, 0.152, 0.000, 0.000, 0.000, 0.015, 0.036, 0.001, 0.000, 0.000, 0.000, 0.000, 0.000, 0.097, 0.002, 0.014, 0.000, 0.000, 0.000, -0.005, 0.000, 0.003, 0.185, 0.000, 0.000, 0.007, 0.103, 0.001, 0.000, 0.000, -0.001, 0.000, 0.006, 0.000, 0.094, 0.002, 0.001, 0.025, -0.001, 0.279, 0.000, 0.000, 0.010, 0.013, 0.002, 0.001, 0.000, 0.000, 0.000, 0.000, 0.000, 0.000, 0.000, 0.000, 0.006, 0.000, 0.191, 0.000, 0.170, 0.017, 0.004, 0.000, 0.001, 0.000, 0.150, 0.024, 0.000, 0.020, 0.007, 0.000, 0.023, 0.000, 0.001, 0.005, 0.000], "homo_energy_ha": [0.012, -0.111], "s_squared": 3.787, "multiplicity": 4, "e_lumo_ev": [3.3084, 3.3059], "e_above_lowest_ev": 2.6157, "gap_ev": [2.98, 6.32], "charge": -2, "total_energy_ha": -10924.2857}